C34H40BrCrN4O2 | ωB97M-V/def2-TZVPD

Output
Gap between HOMO and LUMO (alpha / beta)   6.801 / 6.897 eV
Multiplicity   5
Molecular weight   668.6 g mol⁻¹
E_HOMO (alpha / beta)   -9.5 / -9.6 eV
LUMO (alpha / beta)   -2.6589 / -2.7325 eV
E   -144425.592 eV
Net charge   +1
Relative energy (zero: lowest compared OMol25 entry of this formula, charge and spin)   0.00 kcal per mole

Each line ends with the Mulliken charge.
CARTESIAN COORDINATES (ANGSTROEM)
Cr: 0.4073 -1.3789 -0.7957  1.122
C: -2.1086 6.1890 -1.0575  -2.015
C: -1.2559 5.3089 -1.9730  1.901
C: 0.1837 5.8432 -1.9647  -1.634
C: -1.8236 5.4096 -3.3940  -1.695
C: -1.2362 3.8535 -1.5111  -0.374
C: -0.6639 2.8714 -2.3099  0.032
C: -0.5897 1.5792 -1.8402  -0.225
Br: 0.1229 0.2771 -3.0725  -0.307
C: -1.0378 1.1517 -0.5809  0.803
O: -0.8368 -0.0868 -0.1533  -0.222
C: -1.7180 2.1247 0.1841  -0.531
C: -1.7596 3.4346 -0.2947  -0.462
C: -2.4600 1.8579 1.5087  2.432
C: -1.8048 2.6637 2.6387  -1.459
C: -3.9209 2.3211 1.3494  -1.843
C: -2.5283 0.3915 1.9433  -2.106
H: -2.1318 7.2055 -1.4522  0.443
H: -1.7002 6.2422 -0.0469  0.353
H: -3.1370 5.8279 -0.9984  0.414
H: 0.2076 6.8820 -2.2999  0.439
H: 0.8222 5.2575 -2.6286  0.346
H: 0.6073 5.7966 -0.9598  0.354
H: -1.8571 6.4546 -3.7067  0.458
H: -2.8367 5.0071 -3.4390  0.378
H: -1.2123 4.8739 -4.1207  0.317
H: -0.2745 3.1020 -3.2918  0.422
H: -2.2429 4.1718 0.3282  0.273
H: -1.8214 3.7348 2.4367  0.325
H: -0.7636 2.3680 2.7681  0.022
H: -2.3333 2.4914 3.5787  0.498
H: -3.9998 3.3812 1.1158  0.295
H: -4.4678 2.1441 2.2771  0.484
H: -4.4133 1.7632 0.5509  0.418
H: -1.5579 -0.0153 2.2227  0.142
H: -2.9447 -0.2420 1.1611  0.345
H: -3.1790 0.3320 2.8188  0.599
N: 3.6185 -6.6524 -1.9705  -0.450
C: 2.9745 -5.4874 -1.7458  1.089
C: 3.2064 -4.7313 -0.5855  -0.976
C: 2.5197 -3.5585 -0.4000  -0.367
N: 1.6173 -3.0745 -1.2684  0.328
C: 1.3935 -3.8017 -2.3759  -0.657
C: 2.0314 -4.9828 -2.6564  -0.802
H: 4.3374 -6.9715 -1.3472  0.199
H: 3.4935 -7.1515 -2.8322  0.197
H: 3.9145 -5.0650 0.1605  0.371
H: 2.6869 -2.9653 0.4912  0.399
H: 0.6568 -3.4038 -3.0643  0.453
H: 1.8049 -5.5138 -3.5707  0.378
N: 4.1284 0.6836 -0.5371  -0.027
C: 3.2096 -0.1553 -1.0512  -1.026
N: 2.1500 -0.2761 -0.2883  0.511
C: 2.3800 0.5571 0.8076  -0.023
C: 1.5951 0.8109 1.9313  -0.082
C: 2.1123 1.6682 2.8791  -1.044
C: 3.3710 2.2728 2.7214  -0.589
C: 4.1525 2.0349 1.6114  -1.218
C: 3.6286 1.1620 0.6642  1.035
H: 5.0017 0.9304 -0.9697  0.236
H: 3.3449 -0.6584 -1.9954  0.545
H: 0.6141 0.3671 2.0290  0.433
H: 1.5346 1.8891 3.7660  0.511
H: 3.7319 2.9451 3.4873  0.420
H: 5.1200 2.5010 1.4873  0.432
C: -2.7704 -4.4708 -0.9345  -1.771
C: -1.6338 -3.6612 -0.3947  0.642
O: -1.2299 -2.6940 -1.0345  -0.602
C: -1.0047 -4.0469 0.8937  0.788
C: -0.3814 -3.0795 1.6849  0.257
C: 0.2244 -3.4361 2.8766  -0.725
C: 0.2250 -4.7658 3.2816  -0.637
C: -0.3973 -5.7324 2.5043  -0.753
C: -1.0252 -5.3727 1.3221  -0.799
H: -3.2225 -3.9431 -1.7696  0.422
H: -3.5108 -4.6707 -0.1611  0.431
H: -2.3948 -5.4345 -1.2865  0.393
H: -0.4049 -2.0357 1.3900  0.580
H: 0.6856 -2.6772 3.4946  0.497
H: 0.6987 -5.0462 4.2127  0.436
H: -0.4044 -6.7652 2.8243  0.440
H: -1.5170 -6.1308 0.7276  0.386

Cartesian forces (eV/Å) of the 2 atoms listed first:
0.125 -0.338 -0.026
0.030 0.001 -0.010

***

C3H10N | ωB97M-V/def2-TZVPD

Output
Gap between HOMO and LUMO   10.175 eV
Multiplicity   1
Molecular weight   60.1 g mol⁻¹
E_HOMO   -15.7 eV
LUMO   -5.5414 eV
E   -4754.797 eV
Net charge   +1
Relative energy (zero: lowest compared OMol25 entry of this formula, charge and spin)   47.69 kcal per mole

Each line ends with the Mulliken charge.
CARTESIAN COORDINATES (ANGSTROEM)
C: -0.6027 1.5815 -2.2162  -0.784
H: -0.7169 1.2028 -1.2075  -0.009
H: -1.4401 2.0187 -2.7515  0.286
H: -0.0888 0.8412 -2.8074  0.239
H: 0.0258 2.4712 -2.0519  0.275
C: 0.5063 -1.7486 0.4924  -0.655
C: -0.2119 -0.0525 2.0446  -0.127
N: 0.7258 -0.8083 1.5852  -0.015
H: 1.3184 -2.4179 0.2403  0.334
H: 0.6148 -1.0408 -0.3476  0.316
H: -0.5392 -2.0169 0.4343  0.294
H: -1.2179 -0.1498 1.6557  0.272
H: 0.0716 0.6315 2.8350  0.268
H: 1.5548 -0.5122 2.0947  0.306

Cartesian forces (eV/Å) of the 2 atoms listed first:
1.023 1.319 0.195
-0.938 -0.198 0.080

***

C35H48N2O2PPdS2Sb2 | ωB97M-V/def2-TZVPD

Output
Gap between HOMO and LUMO (alpha / beta)   5.823 / 6.239 eV
Multiplicity   2
Molecular weight   973.8 g mol⁻¹
E_HOMO (alpha / beta)   -6.6 / -7.0 eV
LUMO (alpha / beta)   -0.7569 / -0.7899 eV
E   -91662.415 eV
Relative energy (zero: lowest compared OMol25 entry of this formula, charge and spin)   39.07 kcal per mole

Each line ends with the Mulliken charge.
CARTESIAN COORDINATES (ANGSTROEM)
Pd: -0.1367 -0.0626 0.8313  -0.283
C: -2.1184 -3.8638 4.6517  -1.065
C: -2.5590 -2.5910 3.9643  -0.086
O: -1.5897 -1.5333 4.0412  -0.398
P: -0.1409 -1.6521 3.3787  0.940
S: 0.5936 0.1934 3.3407  -0.609
S: -0.2088 -2.5642 1.6111  -0.369
O: 0.6059 -2.5636 4.4646  -0.258
C: 1.8877 -3.1265 4.1629  0.115
C: 1.7875 -4.6357 4.1852  -1.190
H: -2.9785 -4.5285 4.7408  0.466
H: -1.7382 -3.6513 5.6503  0.273
H: -1.3440 -4.3779 4.0843  0.149
H: -3.4446 -2.1751 4.4454  0.398
H: -2.7836 -2.7739 2.9106  0.092
H: 2.5808 -2.7520 4.9179  0.361
H: 2.2244 -2.7770 3.1815  -0.097
H: 1.3501 -4.9729 5.1241  0.299
H: 2.7789 -5.0789 4.0884  0.431
H: 1.1671 -4.9848 3.3605  0.198
C: 0.3460 2.9187 0.8436  -0.966
C: 0.4906 3.1826 -0.6608  0.616
C: 1.3332 2.1709 -1.4095  -1.543
Sb: 0.3053 0.0844 -1.7395  0.794
C: -0.5445 0.7040 -3.6095  0.480
C: -1.2360 1.8927 -3.7978  -0.273
C: -1.6709 2.2741 -5.0585  -0.797
C: -1.4116 1.4711 -6.1583  -0.518
C: -0.7062 0.2890 -5.9863  -0.706
C: -0.2774 -0.0863 -4.7229  -0.474
C: -0.0224 -2.0382 -2.0509  0.416
C: 0.8875 -2.9854 -1.5981  -0.729
C: 0.6203 -4.3352 -1.7672  -0.322
C: -0.5524 -4.7377 -2.3879  -0.683
C: -1.4537 -3.7851 -2.8401  -0.686
C: -1.1900 -2.4332 -2.6797  -0.236
Sb: -1.6214 2.7207 1.7889  1.114
C: -2.5388 4.3508 0.7151  -0.022
C: -1.8182 5.4969 0.3951  -0.249
C: -2.4356 6.5872 -0.2030  -0.584
C: -3.7930 6.5476 -0.4832  -0.485
C: -4.5264 5.4164 -0.1578  -0.628
C: -3.9026 4.3313 0.4389  -0.320
C: -2.5066 1.2108 0.5192  -1.058
C: -2.8596 -0.0236 1.0724  0.136
C: -3.5862 -0.9546 0.3366  -0.699
C: -3.9906 -0.6535 -0.9513  -0.675
C: -3.6660 0.5774 -1.5082  -0.674
C: -2.9282 1.4933 -0.7771  0.176
H: 0.8938 3.6610 1.4323  0.590
H: 0.8622 1.9793 1.0758  -0.170
H: 1.0126 4.1356 -0.8038  0.538
H: -0.4760 3.3139 -1.1531  -0.182
H: 2.3138 2.0115 -0.9633  0.495
H: 1.4179 2.4241 -2.4694  0.679
H: -1.4419 2.5476 -2.9632  0.311
H: -2.2147 3.2020 -5.1775  0.433
H: -1.7512 1.7664 -7.1421  0.385
H: -0.4855 -0.3424 -6.8365  0.412
H: 0.2656 -1.0166 -4.6083  0.457
H: 1.7917 -2.6763 -1.0915  0.278
H: 1.3273 -5.0713 -1.4077  0.429
H: -0.7647 -5.7909 -2.5173  0.372
H: -2.3726 -4.0912 -3.3219  0.413
H: -1.8991 -1.6981 -3.0380  0.507
H: -0.7567 5.5492 0.6073  0.366
H: -1.8553 7.4674 -0.4488  0.395
H: -4.2780 7.3943 -0.9508  0.381
H: -5.5875 5.3789 -0.3686  0.391
H: -4.4925 3.4533 0.6809  0.450
H: -2.6166 -0.2346 2.1103  0.715
H: -3.8262 -1.9152 0.7751  0.310
H: -4.5627 -1.3730 -1.5238  0.409
H: -3.9861 0.8232 -2.5135  0.399
H: -2.7085 2.4603 -1.2089  0.616
C: 5.8553 0.9621 -0.0535  -1.833
C: 4.9376 -0.1025 0.5383  1.552
C: 5.3883 -1.4934 0.0789  -1.596
C: 4.9492 -0.0169 2.0625  -1.709
N: 3.5806 0.2300 0.0533  -0.294
N: 2.5178 -0.5366 0.6156  0.132
H: 6.8895 0.7849 0.2391  0.457
H: 5.5545 1.9513 0.2882  0.379
H: 5.8101 0.9492 -1.1447  0.390
H: 6.3705 -1.7383 0.4831  0.449
H: 5.4519 -1.5388 -1.0107  0.378
H: 4.7017 -2.2717 0.4168  0.318
H: 5.9767 -0.0312 2.4255  0.489
H: 4.4223 -0.8532 2.5246  0.201
H: 4.4792 0.9091 2.3950  0.372
H: 3.5498 0.0522 -0.9496  0.315
H: 2.3825 -0.2884 1.5975  -0.112
H: 2.6950 -1.5412 0.5687  -0.039

Cartesian forces (eV/Å) of the 2 atoms listed first:
-0.163 0.119 -0.042
-0.068 -0.061 0.030

***

C5H13NO | ωB97M-V/def2-TZVPD

Output
Gap between HOMO and LUMO (alpha / beta)   10.361 / 5.042 eV
Multiplicity   2
Molecular weight   103.2 g mol⁻¹
E_HOMO (alpha / beta)   -13.3 / -13.3 eV
LUMO (alpha / beta)   -2.9308 / -8.2497 eV
E   -8922.777 eV
Net charge   +1
Relative energy (zero: lowest compared OMol25 entry of this formula, charge and spin)   68.57 kcal per mole

Each line ends with the Mulliken charge.
CARTESIAN COORDINATES (ANGSTROEM)
C: -0.5118 -1.4754 2.6314  -0.988
N: -0.7239 -1.6448 1.2431  0.270
C: 0.4990 -2.3493 0.6900  -0.528
C: 0.9821 -1.4972 -0.4644  -0.411
C: 0.1353 -0.2897 -0.6416  -0.626
C: -0.8022 -0.2840 0.5809  -0.475
H: -0.5830 -2.4198 3.1725  0.385
H: -1.2984 -0.9117 3.0857  0.392
H: 0.5812 -1.1819 2.9099  0.410
H: 1.4055 -2.3887 1.3554  0.188
H: 0.3422 -3.3208 0.3979  0.439
H: 1.0801 -2.1737 -1.3978  0.283
H: 2.1173 -1.1515 -0.3684  0.297
H: -0.4152 -0.4445 -1.5721  0.275
H: 0.6459 0.5471 -0.9995  0.453
H: -0.3768 0.5394 1.2257  0.293
H: -1.9614 -0.2958 0.3856  0.343
H: 0.1457 5.7894 -2.4768  0.315
H: 0.9713 6.3358 -3.6563  0.331
O: 0.0748 5.9954 -3.4427  -0.646

Cartesian forces (eV/Å) of the 2 atoms listed first:
-0.072 -1.371 2.710
5.651 2.205 0.014